Formula: C3H5ClS
Source: the OMol25 dataset
Level of theory: ωB97M-V/def2-TZVPD

Element x y z (Å)
C -0.163 -0.198 -0.520
C 0.836 0.928 -0.316
C -0.534 -1.113 0.554
S -1.005 -0.009 -2.156
Cl -1.132 -0.107 1.948
H 1.602 0.633 0.323
H 1.342 1.255 -1.208
H 0.312 1.901 0.026
H 0.198 -1.627 1.122
H -1.455 -1.663 0.227

## Properties
- Expectation value of S²: 2.007
- Orbital gap (spin up / spin down): 8.468 / 7.480 eV
- Total charge: 0
- Energy above the lowest of the compared OMol25 structures with the same formula, charge and spin: 0.0 kcal per mole
- Multiplicity: 3

Results of the Löwdin charge analysis, in e, for atoms 1 through 8: C -0.746; C -0.183; C -0.586; S 0.675; Cl 0.504; H 0.049; H 0.051; H 0.109


Formula: C40H90CuN5O8
Source: the OMol25 dataset
Level of theory: ωB97M-V/def2-TZVPD

Element x y z (Å)
Cu 4.163 -1.562 1.045
C 0.873 -0.268 0.738
O 2.063 -0.824 0.282
H 0.318 -0.988 1.341
H 1.038 0.633 1.329
H 0.086 0.074 0.066
C -3.653 -0.580 3.946
C -2.748 0.629 4.166
C -3.361 1.475 5.278
C -2.490 2.571 5.909
C -1.244 1.935 6.445
C -0.494 1.080 5.343
N -1.401 0.241 4.559
O -0.699 -0.715 3.785
C 0.466 1.952 4.547
C 0.426 0.197 6.221
C -2.714 1.403 2.814
H -3.517 -1.279 4.772
H -3.372 -1.081 3.020
H -4.710 -0.331 4.045
H -4.224 1.898 4.763
H -3.753 0.836 6.070
H -2.908 3.037 6.802
H -2.312 3.283 5.103
H -1.564 1.295 7.268
H -0.552 2.709 6.775
H 1.119 2.467 5.251
H 1.059 1.300 3.905
H -0.045 2.685 3.922
H 1.113 0.878 6.721
H -0.113 -0.288 7.035
H 0.936 -0.613 5.700
H -2.279 2.393 2.953
H -3.684 1.585 2.352
H -2.224 0.831 2.026
H -0.177 -0.171 3.191
C 0.444 2.520 -2.557
C 0.940 3.912 -2.011
C 0.210 5.016 -2.907
C -1.225 5.262 -2.510
C -1.426 5.466 -0.982
C -0.766 4.382 -0.126
N 0.707 4.200 -0.485
O 1.494 3.353 0.328
C -0.725 5.075 1.294
C -1.625 3.079 -0.153
C 2.467 4.036 -2.248
H -0.637 2.458 -2.684
H 0.731 1.731 -1.863
H 0.956 2.257 -3.482
H 0.831 5.909 -2.978
H 0.081 4.684 -3.937
H -1.828 4.473 -2.957
H -1.622 6.190 -2.923
H -2.485 5.571 -0.745
H -0.849 6.380 -0.843
H -0.344 6.095 1.319
H -1.680 4.973 1.810
H 0.006 4.539 1.899
H -2.419 3.254 0.573
H -1.998 2.998 -1.174
H -0.968 2.237 0.062
H 2.681 4.005 -3.317
H 3.025 3.172 -1.885
H 2.773 5.005 -1.855
H 1.107 2.484 0.203
C -4.902 -1.581 0.441
C -3.593 -2.178 -0.271
C -3.960 -3.477 -0.949
C -4.836 -3.334 -2.212
C -4.290 -2.195 -3.195
C -3.766 -0.852 -2.534
N -3.044 -1.178 -1.287
O -2.541 -0.067 -0.718
C -2.820 -0.275 -3.626
C -4.902 0.159 -2.386
C -2.477 -2.608 0.737
H -4.787 -0.551 0.779
H -5.051 -2.194 1.330
H -5.764 -1.727 -0.210
H -3.047 -3.929 -1.337
H -4.534 -4.202 -0.373
H -5.900 -3.126 -2.101
H -4.946 -4.324 -2.656
H -5.216 -1.947 -3.715
H -3.700 -2.543 -4.043
H -3.275 -0.190 -4.613
H -2.587 0.769 -3.419
H -1.884 -0.811 -3.789
H -5.352 0.517 -3.312
H -5.708 -0.175 -1.734
H -4.601 1.088 -1.901
H -2.014 -1.722 1.170
H -1.675 -3.145 0.231
H -2.729 -3.123 1.664
H -1.609 -0.291 -0.667
C -0.094 -4.740 -5.279
O 0.315 -4.226 -4.059
C -0.368 -2.981 -3.747
C 0.367 -2.418 -2.504
N 1.597 -1.707 -2.707
C 1.561 -0.704 -3.809
C 2.827 0.159 -3.900
O 2.808 0.974 -5.049
C 3.991 1.732 -5.337
H 0.513 -5.576 -5.626
H -0.038 -3.987 -6.065
H -1.130 -5.076 -5.277
H -1.397 -3.245 -3.503
H -0.472 -2.289 -4.583
H 0.735 -3.223 -1.868
H -0.252 -1.801 -1.852
H 1.828 -1.372 -1.783
H 0.717 -0.043 -3.611
H 1.458 -1.246 -4.749
H 3.757 -0.396 -3.780
H 2.925 0.754 -2.992
H 4.345 2.216 -4.426
H 3.701 2.593 -5.939
H 4.813 1.094 -5.662
C 2.080 -2.865 3.428
O 3.494 -3.000 3.170
C 3.838 -4.393 2.862
C 5.280 -4.449 2.318
N 5.461 -3.599 1.143
C 6.859 -3.114 1.039
C 7.146 -2.252 -0.189
O 6.260 -1.101 -0.185
C 6.250 -0.385 -1.430
H 1.520 -2.678 2.512
H 1.960 -1.932 3.979
H 1.549 -3.622 4.005
H 3.146 -4.811 2.131
H 3.659 -4.964 3.772
H 5.660 -5.437 2.057
H 5.891 -4.207 3.187
H 5.137 -4.043 0.295
H 7.498 -3.989 0.927
H 7.081 -2.635 1.993
H 7.007 -2.774 -1.136
H 8.181 -1.911 -0.143
H 7.301 -0.178 -1.630
H 5.694 0.552 -1.387
H 5.774 -0.891 -2.270

## Properties
- Expectation value of S²: 0.755
- Orbital gap (spin up / spin down): 7.581 / 3.146 eV
- Total charge: +1
- Multiplicity: 2

Results of the Löwdin charge analysis, in e, for atoms 1 through 8: Cu 0.519; C -0.332; O -0.361; H 0.036; H 0.048; H 0.034; C -0.001; C -0.462


Formula: C40H40BrN9O3PbS3
Source: the OMol25 dataset
Level of theory: ωB97M-V/def2-TZVPD

Element x y z (Å)
Pb 0.156 -0.468 -1.347
Br 2.710 -2.654 -3.822
C 3.189 -0.848 -3.505
C 4.355 -0.343 -4.048
C 4.624 1.004 -3.845
C 3.722 1.787 -3.144
C 2.573 1.190 -2.653
N 2.331 -0.121 -2.811
C 1.477 2.016 -2.006
O 1.775 3.006 -1.390
O 0.265 1.556 -2.234
H 5.014 -0.977 -4.623
H 5.528 1.439 -4.251
H 3.873 2.845 -2.981
C 3.510 2.286 4.835
C 2.370 1.264 4.726
C 1.250 1.668 5.684
C 2.889 -0.130 5.124
C 1.888 1.169 3.285
C 2.796 1.007 2.236
C 2.328 0.796 0.961
N 1.029 0.750 0.662
C 0.143 0.987 1.628
C 0.540 1.187 2.942
C -1.295 1.022 1.220
C -2.274 1.559 2.041
C -3.607 1.576 1.642
C -3.889 1.047 0.380
C -2.869 0.544 -0.392
N -1.596 0.529 0.016
C -4.720 2.154 2.500
C -5.261 3.411 1.798
C -5.843 1.116 2.640
C -4.230 2.542 3.896
H 3.796 2.397 5.881
H 3.201 3.264 4.464
H 4.400 1.974 4.286
H 1.653 1.736 6.694
H 0.445 0.930 5.710
H 0.831 2.644 5.429
H 3.307 -0.091 6.131
H 3.670 -0.474 4.444
H 2.080 -0.864 5.120
H 3.863 1.035 2.409
H 3.017 0.668 0.133
H -0.202 1.344 3.709
H -1.995 1.981 2.994
H -4.897 1.032 -0.008
H -3.070 0.120 -1.368
H -5.598 3.195 0.783
H -4.497 4.189 1.745
H -6.110 3.806 2.358
H -6.325 0.896 1.687
H -6.609 1.500 3.314
H -5.466 0.181 3.061
H -3.464 3.319 3.862
H -3.840 1.680 4.443
H -5.067 2.942 4.468
C 0.220 0.069 -5.222
C -0.563 -1.117 -4.757
N -0.830 -1.411 -3.504
C -1.595 -2.561 -3.391
C -1.897 -3.135 -4.578
S -1.218 -2.239 -5.857
C -2.008 -3.035 -2.061
C -2.781 -4.113 -1.786
S -3.005 -4.253 -0.103
C -2.057 -2.864 0.164
N -1.601 -2.334 -0.944
C -1.822 -2.332 1.543
H 0.399 0.747 -4.393
H -0.314 0.596 -6.013
H 1.174 -0.250 -5.647
H -2.479 -4.023 -4.766
H -3.222 -4.816 -2.474
H -1.785 -3.144 2.267
H -2.634 -1.660 1.830
H -0.883 -1.782 1.590
O -2.555 2.193 -2.836
N -2.518 2.313 -4.019
C -3.000 1.577 -4.967
C -2.753 1.925 -6.332
N -2.521 2.159 -7.431
C -3.722 0.384 -4.608
N -4.247 -0.572 -4.247
S 1.452 -2.612 0.075
C 3.103 -3.018 -0.208
N 3.442 -4.324 -0.086
C 4.696 -4.810 -0.240
C 5.718 -3.964 -0.549
C 5.426 -2.601 -0.684
C 4.144 -2.135 -0.515
H 2.691 -4.966 0.140
H 4.818 -5.874 -0.102
H 6.719 -4.347 -0.678
H 6.223 -1.906 -0.917
H 3.913 -1.085 -0.605

## Properties
- Orbital gap (spin up / spin down): 6.571 / 5.717 eV
- Total charge: +2
- Energy above the lowest of the compared OMol25 structures with the same formula, charge and spin: 18.1 kcal per mole

Results of the Löwdin charge analysis, in e, for atoms 1 through 8: Pb 1.362; Br 0.828; C -0.736; C -0.078; C -0.007; C 0.035; C -0.208; N -0.002


Formula: C3H4AlO4
Source: the OMol25 dataset
Level of theory: ωB97M-V/def2-TZVPD

Element x y z (Å)
O 1.471 0.841 0.999
C -0.183 1.174 0.513
C 2.162 1.025 -0.241
O -0.653 2.386 0.793
O -0.052 0.915 -0.846
C 1.166 0.159 -1.047
H 3.130 0.505 -0.185
H 2.260 2.077 -0.552
H 1.388 0.229 -2.119
Al -1.720 1.452 1.706
O -0.900 0.202 1.111
H 1.249 -0.626 0.015

## Properties
- Orbital gap (spin up / spin down): 4.411 / 4.410 eV
- Total charge: +1
- Energy above the lowest of the compared OMol25 structures with the same formula, charge and spin: 99.9 kcal per mole

Results of the Löwdin charge analysis, in e, for atoms 1 through 8: O -0.091; C -0.648; C -0.190; O 0.126; O 0.002; C -0.080; H 0.144; H 0.139